Record 1
This record from OMol25 describes C24H39BF2MnN2O3PSi as an isolated structure at a distorted geometry. The level of theory is ωB97M-V/def2-TZVPD.

Results
Frontier orbital gap (spin up / spin down)   0.2746 / 0.2570 hartree
Calculated total energy   -89242.0406 eV
Net charge   0
Spin multiplicity   5
Max |F|   2.23 eV/A
HOMO level (spin up / spin down)   -0.3002 / -0.2817 Ha

Cartesian coordinates (Å):
Mn1 10.2173 9.9549 11.7063
C1 6.7502 9.3999 16.6720
C2 6.6372 9.9071 15.3684
C3 7.7484 10.0507 14.6003
C4 8.9816 9.6494 15.0274
C5 9.1564 9.1782 16.3350
C6 8.0271 9.1067 17.1681
N1 10.0403 9.8034 14.0916
N2 11.1653 9.8403 14.5855
C7 12.2303 9.9357 13.7368
C8 13.4103 9.5407 14.3943
C9 14.5962 9.7347 13.7212
C10 14.5517 10.2533 12.4534
C11 13.3554 10.4390 11.7509
C12 12.1527 10.2819 12.3885
H1 5.8710 9.4757 17.3256
H2 5.7408 10.2618 14.9519
H3 7.6626 10.4341 13.5822
H4 10.1458 8.8831 16.7743
H5 8.1688 8.8246 18.2205
H6 13.2670 9.2080 15.4111
H7 15.5395 9.4299 14.1424
H8 15.5288 10.5125 11.9578
H9 13.4299 10.7029 10.7280
C13 9.5565 8.3050 8.6513
Si1 8.8598 8.3136 10.3835
C14 6.9651 8.1720 10.4065
C15 6.4857 6.8105 9.9006
C16 6.3625 9.2148 9.4036
C17 6.4299 8.4701 11.7617
C18 9.7894 6.8560 11.3378
C19 9.1628 6.5158 12.7104
C20 11.1811 7.3676 11.5945
C21 9.9240 5.5411 10.5094
H10 9.1989 7.5833 7.9132
H11 10.6249 8.2275 8.6158
H12 9.3314 9.3090 8.1588
H13 6.8615 6.6069 8.8999
H14 5.4008 6.7647 9.9463
H15 6.8573 5.9985 10.5390
H16 6.8367 8.9470 8.4397
H17 6.5871 10.2866 9.6434
H18 5.2939 8.9978 9.3720
H19 6.9190 7.8776 12.5808
H20 5.3429 8.3259 11.8179
H21 6.4501 9.5520 11.9809
H22 8.9381 7.4512 13.2363
H23 9.8828 5.9524 13.3145
H24 8.2015 5.9201 12.5986
H25 11.1922 8.1962 12.3787
H26 11.6387 7.7918 10.6895
H27 11.8252 6.5733 11.9748
H28 8.9567 5.0646 10.4236
H29 10.5978 4.8143 10.9844
H30 10.3460 5.6986 9.4900
F1 7.8469 11.7365 11.7287
B1 8.7731 11.2405 10.8660
F2 8.7686 11.8488 9.6356
C22 10.3893 12.3726 6.3478
O1 11.2008 11.2583 6.7171
P1 11.8387 11.4770 8.2220
O2 13.0314 12.5627 7.9320
C23 13.4861 13.1496 9.1836
O3 12.5560 10.0319 8.2630
C24 13.2569 9.4143 7.1597
H31 9.8631 12.1491 5.4699
H32 10.9704 13.2597 6.0890
H33 9.6648 12.5691 7.1347
H34 14.3395 12.5452 9.6263
H35 12.6743 13.1316 9.9328
H36 13.7697 14.1725 9.0069
H37 12.5759 9.3890 6.3332
H38 13.6472 8.4470 7.4868
H39 14.1036 10.0555 6.8386

Atomic forces in eV per Å
-0.260 0.116 0.245
0.007 1.154 -0.015
0.359 -0.495 1.465
0.031 -0.023 -1.659
0.850 -0.158 0.916
0.179 -0.253 0.847
0.105 -0.245 -0.139
-0.592 -0.027 -0.808
-0.823 -0.416 1.379
2.061 -0.428 0.179
-0.761 0.967 -0.482
0.193 -0.627 0.569
1.368 0.495 -1.557
1.105 -0.053 0.945
-0.886 0.487 -0.058
0.469 -0.492 -0.213
-1.320 0.192 -0.149
0.044 0.002 0.367
-1.029 0.442 -0.845
-0.162 0.024 -0.562
0.484 -0.132 0.105
0.186 0.179 0.220
-1.087 -0.448 0.408
-0.113 0.246 -0.871
-0.802 1.545 -1.386
0.244 -0.577 0.367
-0.057 0.743 -1.185
0.742 -0.397 0.666
1.260 -0.463 0.034
-0.598 0.352 1.761
-0.650 -0.926 -0.290
-0.874 -0.161 -0.620
0.299 1.329 0.388
0.211 0.574 -0.393
-0.309 -0.289 0.330
0.741 0.013 0.242
0.278 -1.019 0.648
-0.212 -0.009 -0.199
-0.225 0.006 -0.261
-0.070 0.087 -0.025
-0.598 0.540 0.086
-0.347 -0.951 -0.138
-0.105 0.441 -0.191
-0.594 0.691 -0.625
-0.016 -0.614 -0.110
0.687 -0.370 0.079
-0.052 -0.243 0.166
-0.160 -0.106 -0.008
1.141 0.678 0.223
0.118 -1.207 -0.650
0.127 -0.139 0.133
0.180 0.044 0.122
-0.252 -0.187 -0.225
-0.064 0.219 0.239
-0.391 0.082 0.597
0.244 -0.148 -0.595
-0.137 0.652 -0.772
-0.212 -0.652 1.202
0.323 0.381 0.520
0.368 0.926 0.254
-0.464 -0.980 -0.159
0.198 0.080 0.500
0.310 -1.178 0.478
0.664 -0.397 0.299
0.593 1.189 0.297
-0.804 -0.747 -1.234
0.209 0.020 0.443
-0.041 0.304 0.126
-0.845 0.805 -0.708
0.233 0.046 -0.269
0.240 0.252 -0.191
-0.280 -0.591 -0.493
-0.349 0.166 -0.083
-0.310 -0.321 0.322

Here is what Mulliken gives for the atomic charges, in e: Mn -0.14; C -0.63; C -0.52; C 0.07; C -0.09; C -0.52; C -0.45; N 0.62; N -0.59; C 0.74; C -0.80; C -0.65; C -0.67; C 0.21; C 0.13; H 0.32; H 0.47; H 0.37; H 0.34; H 0.35; H 0.46; H 0.39; H 0.32; H 0.56; C -0.97; Si -0.02; C 2.24; C -1.83; C -1.66; C -1.71; C 2.60; C -1.58; C -3.81; C -1.71; H 0.45; H 0.25; H 0.15; H 0.38; H 0.52; H 0.30; H 0.35; H 0.29; H 0.49; H 0.22; H 0.57; H 0.25; H 0.06; H 0.46; H 0.27; H 1.48; H 0.06; H 0.71; H 0.38; H 0.50; H 0.30; F -0.16; B -0.03; F -0.15; C -0.78; O -0.34; P 0.73; O -0.52; C -0.70; O -0.03; C -0.81; H 0.28; H 0.28; H 0.24; H 0.21; H 0.34; H 0.31; H 0.32; H 0.24; H 0.29

Record 2
This record from OMol25 describes C24H39F13N3OSSi2 as an isolated structure at a distorted geometry. The level of theory is ωB97M-V/def2-TZVPD.

Results
Frontier orbital gap   0.1699 hartree
Energy relative to the best compared isomer or geometry (same formula, charge and spin)   0.000 eV
Calculated total energy   -93955.5759 eV
Net charge   -1
Max |F|   3.21 eV/A
HOMO level   -0.1257 Ha

Cartesian coordinates (Å):
C1 -1.3233 0.1645 -1.5737
C2 -2.1898 0.5232 -0.6238
C3 -1.8178 0.9795 0.7800
C4 -1.9448 2.5440 0.9960
C5 -3.2836 2.8945 0.3744
N1 -4.1247 3.1884 -0.3269
C6 -2.1234 2.7430 2.5274
C7 -0.8994 2.2862 3.3835
C8 -1.3810 1.4734 4.5807
F1 -2.4309 2.1216 5.1749
F2 -1.8690 0.2591 4.2358
C9 -0.3234 1.3211 5.7350
F3 -1.0153 0.7936 6.7749
F4 0.0766 2.5404 6.1390
C10 0.8535 0.3301 5.3983
F5 0.8868 -0.0157 4.1023
F6 0.5486 -0.8275 6.0335
C11 2.2610 0.7233 5.9589
F7 2.1870 1.1664 7.2083
F8 2.9593 -0.4219 6.0440
S1 3.2950 1.8824 4.9009
F9 3.1842 3.0343 6.0223
F10 2.0256 2.4796 4.1455
F11 3.5435 0.7642 3.8060
F12 4.6131 1.3676 5.6787
F13 4.2178 2.8605 4.0513
C12 -0.7590 3.3710 0.3533
C13 -1.1036 3.5206 -1.1320
N2 -1.3265 3.7442 -2.2191
C14 -0.5280 4.7945 0.9525
C15 -1.0653 6.0043 0.1291
C16 -2.6277 6.1130 0.0916
O1 0.4138 2.6099 0.5700
C17 1.4750 2.8572 -0.3565
C18 1.6019 1.7894 -1.4709
H1 -1.5455 0.4529 -2.6085
H2 -0.3860 -0.3727 -1.3993
H3 -3.2628 0.4559 -0.8511
H4 -2.5878 0.5589 1.4605
H5 -0.8619 0.5837 1.1487
H6 -2.3476 3.7870 2.8033
H7 -3.0298 2.1844 2.8133
H8 -0.4267 3.1982 3.7884
H9 -0.1473 1.7594 2.7835
H10 0.5632 4.9602 1.0182
H11 -0.9050 4.9363 1.9753
H12 -0.7390 6.8952 0.7038
H13 -0.5954 6.1094 -0.8587
H14 -3.0463 5.7120 -0.8416
H15 -3.0202 5.5334 0.9462
H16 -2.9107 7.1616 0.2600
H17 1.5007 3.8851 -0.7589
H18 2.4110 2.7620 0.2300
H19 0.8533 1.9848 -2.2565
H20 1.5099 0.7731 -1.0718
H21 2.5840 1.8836 -1.9638
C19 2.7909 -6.9115 -2.4256
Si1 1.2716 -6.2826 -3.3652
C20 -0.2433 -6.8720 -2.3981
C21 1.2740 -7.1554 -5.0431
N3 1.3756 -4.5972 -3.4860
Si2 0.2119 -3.6408 -4.2562
C22 -1.4972 -3.7465 -3.4532
C23 0.0217 -4.0272 -6.0975
C24 0.7541 -1.8301 -4.1354
H22 2.7631 -8.0035 -2.3306
H23 3.7075 -6.6370 -2.9535
H24 2.8252 -6.4816 -1.4220
H25 -0.1524 -7.9371 -2.1495
H26 -1.1623 -6.7524 -2.9759
H27 -0.3438 -6.3164 -1.4635
H28 2.0757 -6.7700 -5.6764
H29 0.3238 -7.0275 -5.5659
H30 1.4326 -8.2340 -4.9173
H31 -1.9859 -4.6987 -3.6689
H32 -2.1522 -2.9518 -3.8333
H33 -1.4223 -3.6295 -2.3699
H34 0.9984 -4.0750 -6.5835
H35 -0.5650 -3.2458 -6.5974
H36 -0.4965 -4.9742 -6.2601
H37 1.7220 -1.6837 -4.6196
H38 0.8352 -1.5227 -3.0899
H39 0.0213 -1.1795 -4.6288

Atomic forces in eV per Å
0.039 0.108 -0.358
0.383 -0.070 0.409
-0.993 -1.223 0.328
-1.094 -0.728 0.544
3.101 -0.195 0.814
-1.871 0.399 -0.714
0.150 0.125 0.331
-0.503 0.525 -0.069
0.298 0.659 -0.132
0.241 0.125 -0.051
0.411 -0.045 0.024
-1.359 -0.541 -0.101
0.391 0.033 -0.028
0.461 -0.045 -0.385
-0.646 -0.774 0.736
0.369 0.768 -0.114
0.158 0.250 0.194
0.410 -1.255 0.074
-0.510 0.440 -0.164
-0.042 0.070 -0.542
2.171 1.114 0.739
-0.375 -0.262 -0.734
0.201 -0.478 0.122
-0.760 0.279 0.190
-0.554 0.166 -0.358
-0.409 -0.283 0.205
-0.633 0.083 -0.489
1.082 -0.399 2.881
-0.390 0.351 -1.937
0.178 1.139 -0.858
-0.493 0.604 0.923
0.811 -0.267 0.207
-0.405 0.151 -0.599
1.845 -0.806 -0.035
-0.409 0.860 -0.286
-0.355 -1.312 0.102
0.132 1.090 0.152
0.393 1.236 -0.180
0.375 0.228 -0.137
-0.125 0.355 -0.442
0.020 -0.384 -0.373
0.432 0.090 -0.136
-0.013 -0.468 -0.130
-0.301 0.016 0.356
-0.390 -0.425 -0.020
0.008 -0.513 -0.328
0.107 -0.421 -0.278
-0.246 -0.323 0.229
-0.007 0.210 0.421
-0.088 0.259 -0.436
-0.106 -0.340 -0.343
-0.470 -0.342 0.117
-0.538 0.181 0.041
0.176 -0.447 0.337
-0.026 0.348 -0.089
-0.254 0.025 0.329
-0.151 -0.412 -0.058
0.486 1.916 0.080
0.015 -0.597 -0.011
-0.053 -0.582 0.113
-0.854 -0.458 -0.425
1.556 -0.856 0.990
-0.354 0.387 -0.328
-0.422 0.402 -0.208
-0.408 0.175 -0.255
0.106 -0.013 0.063
-0.029 0.044 0.014
0.003 0.045 -0.025
-0.078 -0.008 0.044
-0.019 0.061 0.019
0.016 0.062 -0.044
-0.026 0.070 0.025
0.013 0.057 -0.035
-0.003 -0.022 -0.085
0.025 -0.039 0.053
-0.078 -0.021 0.053
0.055 -0.051 -0.006
0.018 -0.047 0.065
0.000 -0.039 -0.086
0.051 -0.047 0.005
0.021 -0.039 0.047
0.066 -0.052 0.007
0.066 0.123 0.031

Here is what Mulliken gives for the atomic charges, in e: C -0.74; C -0.59; C -0.50; C 1.71; C -1.10; N -0.66; C -1.95; C -1.00; C 0.79; F -0.37; F -0.34; C 0.60; F -0.32; F -0.30; C 0.56; F -0.23; F -0.31; C 0.55; F -0.25; F -0.27; S 1.32; F -0.33; F -0.27; F -0.28; F -0.33; F -0.31; C 2.69; C -0.98; N -0.53; C -0.99; C -0.90; C -0.95; O -0.17; C -0.27; C -1.24; H 0.24; H 0.26; H 0.41; H 0.61; H 0.26; H 0.31; H 0.85; H 0.54; H 0.66; H 0.35; H 0.34; H 0.52; H 0.37; H 0.26; H 0.19; H 0.39; H 0.34; H 0.40; H 0.27; H 0.20; H 0.49; C -1.02; Si 0.13; C -1.06; C -1.06; N -0.15; Si 0.03; C -1.04; C -1.05; C -0.69; H 0.26; H 0.25; H 0.24; H 0.36; H 0.31; H 0.25; H 0.25; H 0.31; H 0.35; H 0.32; H 0.38; H 0.24; H 0.25; H 0.35; H 0.30; H 0.32; H -0.09; H 0.25

Record 3
This record from OMol25 describes C24H39N3NdO3PS2 as an isolated structure. The level of theory is ωB97M-V/def2-TZVPD.

Results
Frontier orbital gap (spin up / spin down)   0.3086 / 0.3373 hartree
Calculated total energy   -82361.0183 eV
Net charge   +2
Spin multiplicity   4
Max |F|   0.77 eV/A
HOMO level (spin up / spin down)   -0.5064 / -0.5064 Ha

Cartesian coordinates (Å):
Nd1 0.1724 -0.5964 0.2715
C1 -1.8868 -1.9380 -2.2755
C2 -2.7776 -0.9645 -1.5014
N1 -2.0410 0.1790 -0.9153
C3 -1.7647 1.2893 -1.8522
C4 -0.6711 0.9440 -2.8600
N2 0.4549 0.2189 -2.2274
C5 0.9549 -0.9264 -3.0308
C6 0.5480 -2.3046 -2.4573
N3 -0.6252 -2.2330 -1.5543
H1 -2.4595 -2.8513 -2.4433
H2 -1.6386 -1.5434 -3.2575
H3 -3.5836 -0.6256 -2.1593
H4 -3.2314 -1.4997 -0.6690
H5 -2.6669 0.5652 -0.2133
H6 -2.6627 1.5819 -2.4045
H7 -1.4509 2.1441 -1.2497
H8 -1.0900 0.3342 -3.6559
H9 -0.3341 1.8709 -3.3258
H10 1.2263 0.8702 -2.1274
H11 0.6166 -0.8430 -4.0639
H12 2.0419 -0.8990 -3.0450
H13 0.3573 -2.9908 -3.2866
H14 1.3754 -2.7151 -1.8776
H15 -0.7088 -3.1556 -1.1401
C7 -2.1630 -3.2009 1.5572
O1 -1.9394 -1.7887 1.4530
C8 -2.4552 -1.0606 2.5774
C9 -1.3201 -0.5231 3.4209
O2 -0.5024 0.2685 2.5545
C10 0.5881 0.9101 3.2302
C11 1.5412 1.4294 2.1493
O3 0.8195 1.8353 0.9786
C12 0.1907 3.1150 1.1332
H16 -1.7710 -3.5928 2.4964
H17 -1.6376 -3.6847 0.7379
H18 -3.2291 -3.4216 1.4813
H19 -3.0942 -1.6966 3.1892
H20 -3.0479 -0.2277 2.1919
H21 -0.7239 -1.3348 3.8467
H22 -1.7220 0.0935 4.2283
H23 1.1112 0.1932 3.8660
H24 0.1954 1.7212 3.8476
H25 2.2150 0.6342 1.8167
H26 2.1417 2.2512 2.5397
H27 0.9102 3.8418 1.5101
H28 -0.6592 3.0559 1.8156
H29 -0.1447 3.4344 0.1499
S1 1.2337 -2.3950 2.0624
P1 2.9217 -2.3715 0.9434
S2 2.9170 -0.8070 -0.3341
C13 4.3707 -2.2936 2.0252
C14 5.1328 -1.1358 2.1304
C15 6.2226 -1.1103 2.9879
C16 6.5470 -2.2347 3.7317
C17 5.7825 -3.3898 3.6284
C18 4.6930 -3.4249 2.7755
C19 3.0626 -3.9520 0.0582
C20 3.9116 -4.0562 -1.0407
C21 4.0947 -5.2874 -1.6505
C22 3.4392 -6.4097 -1.1630
C23 2.5875 -6.3046 -0.0717
C24 2.3917 -5.0753 0.5397
H30 4.8902 -0.2670 1.5307
H31 6.8216 -0.2134 3.0700
H32 7.4040 -2.2170 4.3918
H33 6.0384 -4.2685 4.2049
H34 4.0931 -4.3212 2.6941
H35 4.4343 -3.1798 -1.4067
H36 4.7539 -5.3726 -2.5040
H37 3.5943 -7.3723 -1.6320
H38 2.0773 -7.1801 0.3077
H39 1.7216 -4.9914 1.3853

Atomic forces in eV per Å
-0.649 0.344 0.009
-0.095 0.229 0.191
0.140 -0.194 -0.091
-0.212 0.105 -0.043
0.185 -0.058 -0.117
-0.258 0.048 0.231
0.219 -0.005 -0.048
-0.080 -0.319 0.038
0.073 0.071 -0.127
0.090 -0.077 -0.039
0.037 -0.025 -0.068
0.006 -0.035 -0.010
-0.014 0.039 0.022
-0.038 0.027 0.016
0.041 -0.005 0.066
-0.032 0.056 0.071
-0.038 0.008 0.011
0.059 -0.004 -0.040
0.047 -0.030 -0.049
0.043 0.019 -0.049
-0.020 0.124 0.005
0.009 0.039 -0.058
0.008 -0.025 0.013
-0.010 -0.030 0.005
0.008 -0.045 0.055
0.003 -0.130 -0.022
0.170 0.116 0.039
0.178 0.211 0.092
-0.231 -0.183 -0.101
0.071 -0.081 -0.017
0.045 0.381 -0.096
-0.179 -0.266 0.194
0.168 -0.075 0.003
-0.114 0.028 -0.093
0.041 0.029 0.001
0.028 0.009 0.019
-0.003 0.054 0.018
-0.075 -0.004 -0.048
-0.060 -0.043 0.002
0.043 0.029 0.014
0.038 0.033 0.009
0.013 -0.014 0.001
-0.070 -0.048 0.011
0.022 0.096 0.072
0.053 0.012 -0.057
0.043 -0.033 -0.014
-0.006 -0.030 -0.007
-0.015 -0.006 0.013
-0.002 -0.259 0.008
0.626 -0.425 0.150
0.039 -0.014 -0.093
-0.221 0.071 -0.141
-0.028 0.006 -0.034
0.019 0.026 0.020
0.030 0.001 0.021
-0.048 -0.071 -0.029
-0.018 0.126 0.006
-0.243 0.232 0.178
0.062 0.058 0.025
0.027 0.060 -0.045
-0.039 -0.056 0.042
-0.005 -0.018 -0.037
0.008 0.007 -0.101
0.013 -0.009 0.009
0.013 -0.010 -0.011
-0.008 0.014 0.000
0.015 0.019 0.011
0.020 -0.083 0.002
0.009 -0.027 -0.021
0.011 0.002 0.014
0.001 0.013 -0.013
0.012 -0.005 -0.012
0.024 0.001 0.026

Here is what Mulliken gives for the atomic charges, in e: Nd 0.70; C -0.76; C -0.76; N 0.10; C -0.66; C -0.84; N -0.13; C -1.20; C 0.13; N 0.04; H 0.55; H 0.23; H 0.46; H 0.25; H 0.22; H 0.46; H 0.19; H 0.27; H 0.53; H 0.47; H 0.37; H 0.61; H 0.67; H -0.43; H 0.21; C -0.96; O 0.33; C -0.83; C -0.58; O -0.03; C -0.56; C -0.32; O -0.08; C -0.87; H 0.36; H 0.21; H 0.27; H 0.53; H 0.24; H 0.31; H 0.45; H 0.40; H 0.41; H -0.28; H 0.70; H 0.33; H 0.31; H 0.29; S -0.77; P 1.10; S -0.63; C 0.74; C -0.41; C -0.75; C -0.45; C -0.71; C -0.56; C 0.71; C -0.40; C -0.71; C -0.48; C -0.73; C -0.47; H 0.37; H 0.42; H 0.40; H 0.42; H 0.39; H 0.45; H 0.43; H 0.42; H 0.43; H 0.45